Entry 1:
Entry from the OMol25 dataset: 12 unconnected molecules or ions with the total composition C32H64N8O8 in a non-equilibrium geometry (ωB97M-V with the def2-TZVPD basis set).

Computed properties:
E = -62518.5969 eV
LUMO level = 0.1854 eV
SMILES string = CN(C)C=O.CN(C)C=O.CN(C)C=O.CN(C)C=O.CC(C)=O.CC(C)=O.CC(C)=O.CC(C)=O.CC#N.CC#N.CC#N.CC#N
HOMO level = -8.98 eV
multiplicity = 1
M = 688.9 g/mol
ΔE to the lowest compared entry with this formula, charge and spin = 0.0 kJ/mol

Atoms and positions in Å:
C 9.42718 2.74397 4.88134
O 8.20005 2.92314 4.59224
N 9.83087 1.73961 5.65491
C 11.23458 1.63318 5.95433
C 8.87030 0.83184 6.33717
H 10.25351 3.37423 4.51783
H 11.34199 1.87615 7.01147
H 11.92027 2.24276 5.36582
H 11.50627 0.57811 5.92095
H 8.87002 1.09666 7.39452
H 7.85974 1.14264 6.07206
H 9.12603 -0.22506 6.26192
C 4.88744 7.99140 0.48132
O 5.70788 8.73863 1.00789
N 4.98488 6.62805 0.57667
C 4.16979 5.67590 -0.17705
C 6.18264 6.00734 1.14934
H 4.00437 8.30319 -0.09764
H 3.89247 4.81177 0.42667
H 4.64094 5.42156 -1.12649
H 3.21168 6.14207 -0.40686
H 7.04947 5.93652 0.49230
H 6.46211 6.65303 1.98185
H 5.92149 5.06997 1.64050
C 9.59103 9.87458 -1.40216
O 10.68245 10.24009 -1.11238
N 9.29333 8.66273 -1.94621
C 10.25944 7.66168 -2.26999
C 7.89848 8.37291 -2.27020
H 8.68606 10.50163 -1.40878
H 10.14127 6.92554 -1.47486
H 11.32258 7.85369 -2.12519
H 10.08559 7.13807 -3.21005
H 7.56087 7.72293 -1.46296
H 7.20592 9.19703 -2.09908
H 7.67124 7.99509 -3.26705
C 11.16823 2.16933 -0.00488
O 10.49690 1.38054 0.64583
N 11.16126 3.49792 0.22462
C 11.82389 4.36595 -0.73601
C 10.37060 4.24485 1.24734
H 11.71137 1.95914 -0.93924
H 12.71285 3.90384 -1.16532
H 12.40058 5.18818 -0.31237
H 11.10196 4.83709 -1.40305
H 9.70904 4.97703 0.78436
H 9.79525 3.46074 1.73952
H 10.97605 4.73442 2.01013
C 9.70571 7.30079 6.79396
C 10.55209 6.40775 6.01914
O 10.89753 5.30131 6.38955
C 11.28301 7.01339 4.82470
H 9.53057 6.82020 7.75649
H 8.78876 7.17532 6.21815
H 9.96219 8.36017 6.78979
H 12.32668 7.13597 5.11422
H 10.96183 8.00884 4.51809
H 11.36900 6.27861 4.02419
C 11.87791 9.83431 1.96707
C 11.81591 8.48822 1.31204
O 11.05905 7.57933 1.64875
C 12.89266 8.15991 0.25516
H 12.46119 10.57238 1.41651
H 12.27177 9.67293 2.97053
H 10.92307 10.35989 1.97965
H 13.40977 7.20128 0.29667
H 13.68982 8.85004 -0.02116
H 12.23076 8.04442 -0.60312
C 13.70054 -0.80220 -0.90817
C 14.08675 0.26846 -1.96496
O 13.57314 0.34411 -3.02011
C 15.02406 1.35647 -1.50914
H 13.67904 -1.72793 -1.48321
H 12.68556 -0.68076 -0.52978
H 14.29959 -0.81870 0.00230
H 14.55509 2.34035 -1.52119
H 15.73144 1.42384 -2.33569
H 15.43180 1.23698 -0.50536
C 14.97140 6.08988 2.22547
C 15.49819 5.76363 0.88346
O 14.77330 5.45702 -0.10481
C 17.05309 5.60494 0.65361
H 13.88252 6.13068 2.19741
H 15.09184 7.09334 2.63372
H 15.35768 5.36884 2.94588
H 17.53440 4.69001 0.99907
H 17.45858 6.39848 1.28128
H 17.35065 5.95196 -0.33590
C 9.88678 -1.10504 3.03898
C 10.64319 -2.37723 3.01260
N 11.25295 -3.33181 3.00517
H 9.72514 -0.74586 2.02263
H 10.65818 -0.46365 3.46520
H 8.96120 -1.22585 3.60184
C 12.57647 3.29710 -4.03306
C 11.25530 2.61825 -4.22473
N 10.26520 2.13134 -4.44827
H 12.51116 4.37353 -4.19160
H 13.24838 2.90333 -4.79567
H 12.96745 3.10787 -3.03335
C 7.33949 1.68734 0.93327
C 6.09443 2.22038 0.44103
N 5.18815 2.71570 0.03831
H 7.23016 0.63241 0.68174
H 7.51207 1.86254 1.99517
H 8.19921 2.01697 0.34990
C 7.03917 2.93532 -4.03699
C 7.96878 3.86351 -3.29401
N 8.66602 4.61949 -2.73353
H 5.98778 3.09148 -3.79553
H 7.37388 1.89816 -4.05594
H 7.01402 3.25847 -5.07768


Entry 2:
Entry from the OMol25 dataset: 6 unconnected molecules or ions with the total composition C31H52INO15P2S2 in a non-equilibrium geometry (ωB97M-V with the def2-TZVPD basis set).

Computed properties:
E = -113542.7037 eV
LUMO level = -0.3234 eV
SMILES string = CC[C@H](I)c1c([PH2]=O)c(P(O)O)c(S)c2c1C(=O)N(S)C2=O.CCOC(C)=O.CCOC(C)=O.CCOC(C)=O.CCOC(C)=O.CCOC(C)=O
HOMO level = -7.57 eV
multiplicity = 1
M = 931.7 g/mol

Atoms and positions in Å:
C -2.84938 5.48066 -5.96357
C -1.83761 4.97111 -4.94069
C -2.14446 5.49693 -3.52871
I -1.04730 7.29730 -3.07135
C -1.95525 4.53257 -2.38513
C -2.94390 4.29601 -1.40434
P -4.53225 5.19530 -1.37581
O -4.71209 5.98371 -0.12958
C -2.75871 3.35656 -0.35031
P -4.01516 2.80244 0.95548
O -5.30116 2.57846 -0.04600
O -4.38637 4.17470 1.77004
C -1.52604 2.69528 -0.21835
S -1.16139 1.57031 1.10911
C -0.54547 2.97540 -1.16308
C -0.75154 3.84971 -2.21695
C 0.54309 3.90206 -2.97648
O 0.76257 4.08828 -4.13183
N 1.54398 3.52297 -1.99105
S 3.10504 3.14524 -2.62707
C 0.87285 2.49100 -1.24803
O 1.37436 1.47332 -0.87852
H -3.88252 5.25718 -5.69299
H -2.63421 5.02158 -6.93140
H -2.71850 6.55633 -6.10912
H -0.85200 5.31965 -5.24584
H -1.76250 3.88173 -4.93786
H -3.17117 5.82834 -3.54092
H -4.58023 6.02839 -2.50029
H -5.52271 4.23594 -1.61635
H -5.99077 2.17086 0.49653
H -3.76868 4.89024 1.56917
H -0.35407 2.38520 1.80045
H 2.85415 1.89117 -3.03990
O -5.52092 0.16752 1.91178
C -4.99411 -0.42987 2.81314
O -3.70429 -0.76297 2.68177
C -2.91647 -1.29339 3.75313
C -3.05453 -2.79493 3.88213
C -5.76300 -0.87081 4.03615
H -3.14397 -0.77427 4.68620
H -1.89303 -1.02956 3.48995
H -4.07432 -3.08769 4.13252
H -2.39048 -3.17393 4.65897
H -2.80015 -3.28621 2.94566
H -6.23761 -1.82658 3.81610
H -6.53681 -0.13288 4.23122
H -5.15629 -0.97473 4.93170
O 5.69854 0.42121 -5.38004
C 5.36476 -0.54723 -4.75359
O 4.07127 -0.68284 -4.40921
C 3.55099 -1.88782 -3.82561
C 3.72516 -1.90890 -2.32202
C 6.36757 -1.57515 -4.27638
H 3.98324 -2.76518 -4.29976
H 2.49104 -1.88506 -4.07460
H 4.77869 -1.89991 -2.04033
H 3.26679 -2.80659 -1.90718
H 3.25450 -1.03304 -1.87234
H 6.78703 -1.23057 -3.33136
H 7.16555 -1.62892 -5.01278
H 5.95761 -2.57285 -4.13897
O -1.22092 4.59072 2.40443
C -1.42095 5.42566 3.24540
O -0.70193 5.36339 4.38337
C -0.72336 6.39428 5.37606
C -1.86648 6.22085 6.35365
C -2.49111 6.47864 3.09582
H -0.72897 7.37911 4.90773
H 0.23006 6.29632 5.89245
H -2.83450 6.30133 5.85918
H -1.81499 6.98096 7.13353
H -1.81406 5.23713 6.81976
H -3.43843 6.05696 3.43390
H -2.57784 6.73234 2.04042
H -2.29359 7.39659 3.64159
O -3.03639 -5.92362 3.06188
C -2.02678 -6.49800 3.35862
O -1.10767 -5.83946 4.09786
C 0.04640 -6.47712 4.65350
C 1.20004 -6.52338 3.67383
C -1.72565 -7.89406 2.86551
H -0.20749 -7.46618 5.03679
H 0.31093 -5.86417 5.51366
H 0.95758 -7.12142 2.79528
H 2.08220 -6.95320 4.14901
H 1.44182 -5.51704 3.33250
H -1.27452 -7.81895 1.87651
H -2.66819 -8.42746 2.77783
H -1.06816 -8.46836 3.51253
O 4.05586 -5.15155 -4.16950
C 4.95191 -5.75783 -3.64949
O 5.75639 -5.09095 -2.79602
C 6.74661 -5.73748 -1.98818
C 8.05692 -5.91379 -2.72559
C 5.24560 -7.19990 -3.98460
H 6.36486 -6.68041 -1.59500
H 6.88188 -5.07225 -1.13703
H 7.94678 -6.56622 -3.59193
H 8.80748 -6.34628 -2.06385
H 8.41929 -4.94942 -3.08143
H 5.87702 -7.22418 -4.87228
H 4.30285 -7.68838 -4.21536
H 5.73212 -7.75602 -3.18792


Entry 3:
Entry from the OMol25 dataset: 2 unconnected molecules or ions with the total composition C3H8O2 in a non-equilibrium geometry (ωB97M-V with the def2-TZVPD basis set).

Computed properties:
E = -7333.3782 eV
LUMO level = 0.8625 eV
SMILES string = CC=O.CO
HOMO level = -9.94 eV
multiplicity = 1
M = 76.1 g/mol
ΔE to the lowest compared entry with this formula, charge and spin = 257.8 kJ/mol

Atoms and positions in Å:
C 0.13127 -2.63166 4.12238
O -0.67007 -1.53543 3.33456
H 0.35557 -3.44886 3.26133
H 1.11289 -2.19051 4.26303
H -0.38445 -2.95348 5.01932
H -0.13246 -1.43855 2.63257
O -1.06013 1.39028 -2.44577
C -0.05530 1.25393 -3.10968
C 1.25514 2.01002 -2.69771
H 0.21809 0.67271 -4.03289
H 1.18480 2.98915 -3.18446
H 2.11760 1.52777 -3.28196
H 1.38289 2.20937 -1.67726


Entry 4:
Entry from the OMol25 dataset: 7 unconnected molecules or ions with the total composition C20H39F5N6O19S in a non-equilibrium geometry (ωB97M-V with the def2-TZVPD basis set).

Computed properties:
E = -93616.3562 eV
LUMO level = -0.4158 eV
SMILES string = CCO[C@]1(CCCCS(=O)(=O)O)OC(=O)O[C@@H]1CCCC(F)(F)C(F)(F)F.C[N+](=O)[O-].C[N+](=O)[O-].C[N+](=O)[O-].C[N+](=O)[O-].C[N+](=O)[O-].C[N+](=O)[O-]
HOMO level = -10.00 eV
multiplicity = 1
M = 794.6 g/mol

Atoms and positions in Å:
C 2.39793 -1.92536 1.18704
C 2.76722 -0.83806 0.03061
O 2.20082 -1.34528 -1.20382
C 2.04695 -0.32785 -2.19679
C 0.74098 0.60969 -2.19183
C -0.11276 0.58155 -0.81963
C -1.56924 1.26255 -1.13718
C -2.12857 2.10457 0.11892
S -1.60619 3.87349 0.07566
O -0.14683 3.90558 0.45385
O -2.42531 4.73790 1.00161
O -1.83886 4.46043 -1.49471
O 1.86908 -1.08514 -3.44368
C 2.28730 -0.16728 -4.46091
O 2.16848 -0.28041 -5.68729
O 2.94625 0.97273 -3.86659
C 3.26008 0.70955 -2.44931
C 4.75439 0.14915 -2.54568
C 5.91679 1.24719 -2.38666
C 5.52170 2.54534 -1.54089
C 6.64636 3.69990 -1.71908
F 7.83901 3.37450 -1.03937
F 6.82609 3.91998 -3.11853
C 5.95210 5.06299 -1.16101
F 5.11145 4.77690 -0.05247
F 5.08960 5.52756 -2.18326
F 6.88028 6.02611 -0.73917
H 3.27241 -2.67259 1.19291
H 2.43075 -1.34622 2.17616
H 1.41209 -2.44682 0.99821
H 3.92088 -0.83396 -0.00110
H 2.44817 0.22207 0.30515
H 0.01543 0.28785 -3.02116
H 0.96983 1.72078 -2.39982
H 0.38851 1.29545 -0.07069
H -0.20548 -0.46180 -0.37067
H -2.30189 0.46972 -1.49735
H -1.39926 1.98964 -2.01513
H -3.27746 2.10423 0.00909
H -1.88787 1.56310 1.09069
H -1.02499 5.00005 -1.65851
H 2.99926 1.53862 -1.71777
H 4.98943 -0.71346 -1.83398
H 4.87006 -0.29136 -3.60545
H 6.36664 1.49429 -3.41154
H 6.77032 0.73049 -1.80464
H 4.53923 3.03676 -1.83533
H 5.45841 2.23645 -0.44082
C -1.67413 1.09466 -5.99275
N -1.89720 1.88869 -4.75566
O -1.16798 1.65754 -3.80000
O -2.79164 2.71330 -4.78387
H -0.85001 0.40349 -5.82290
H -2.59482 0.55303 -6.20568
H -1.43243 1.79385 -6.79205
C -1.62639 -2.34638 3.15891
N -1.28914 -1.82008 1.81009
O -0.13719 -1.45270 1.61758
O -2.18978 -1.79251 0.98885
H -0.73396 -2.31184 3.78129
H -2.41034 -1.71332 3.57187
H -1.96897 -3.36762 3.03499
C -6.32123 -2.07361 0.22455
N -5.46766 -2.26330 1.42580
O -5.35890 -3.39644 1.86340
O -4.93755 -1.26827 1.88576
H -6.72578 -3.03867 -0.07402
H -7.12168 -1.38655 0.49559
H -5.69276 -1.65838 -0.56228
C -1.67647 8.08838 1.27703
N -2.33128 9.40975 1.46249
O -2.03259 10.29889 0.68201
O -3.12204 9.50770 2.38500
H -1.00337 8.14910 0.42411
H -1.12426 7.86395 2.18838
H -2.45952 7.35243 1.09806
C -3.14979 -6.11030 5.75588
N -2.51339 -5.16123 4.80572
O -1.47384 -5.51373 4.27091
O -3.07846 -4.09361 4.62760
H -2.54373 -7.00508 5.81400
H -3.20299 -5.61689 6.72607
H -4.14274 -6.34070 5.37400
C -2.17195 -10.29301 3.82441
N -2.39638 -9.48021 5.04800
O -1.68286 -9.70419 6.00928
O -3.28415 -8.64249 4.99970
H -1.35829 -10.99085 4.01158
H -3.09701 -10.82670 3.61064
H -1.91489 -9.60765 3.01764


Entry 5:
Entry from the OMol25 dataset: C6H6 in the gas phase in a non-equilibrium geometry (ωB97M-V with the def2-TZVPD basis set).

Computed properties:
E = -6314.5606 eV
LUMO level = 0.9258 eV
SMILES string = C#CCC#CC
HOMO level = -9.52 eV
multiplicity = 1
M = 78.1 g/mol
ΔE to the lowest compared entry with this formula, charge and spin = 447.7 kJ/mol

Atoms and positions in Å:
C -2.57485 0.66514 0.11012
C -1.21729 0.13452 -0.19266
C -0.16704 -0.42476 -0.43906
C 1.16738 -0.91176 -0.91543
C 2.17786 0.03102 -0.46054
C 2.91050 0.44758 0.40007
H -2.65596 1.22672 1.04966
H -2.96279 1.32992 -0.67057
H -3.28679 -0.16202 0.19184
H 1.10531 -1.13948 -1.98315
H 1.76559 -1.75327 -0.48196
H 3.82878 0.50205 0.91976


Entry 6:
Entry from the OMol25 dataset: a molecular structure, C42H32CoF5P2S in a non-equilibrium geometry (ωB97M-V with the def2-TZVPD basis set).

Computed properties:
E = -124679.2508 eV
LUMO level (spin up / spin down) = -6.5115 / -10.8076 eV
HOMO level (spin up / spin down) = -13.25 / -13.61 eV
multiplicity = 5
M = 784.7 g/mol
ΔE to the lowest compared entry with this formula, charge and spin = 54.1 kJ/mol
charge = +2

Atoms and positions in Å:
C -3.39558 -1.07716 -0.92673
C -2.74064 0.16111 -1.08440
C -2.58175 0.66794 -2.38519
C -3.01996 -0.05747 -3.50409
C -3.68769 -1.28146 -3.33176
C -3.86332 -1.77711 -2.04075
P -1.74883 0.84921 0.30720
C -1.72075 2.63926 -0.09276
C -0.50814 3.28194 -0.40135
C -0.51714 4.61486 -0.83122
C -1.71977 5.31981 -0.92530
C -2.93101 4.69492 -0.58147
C -2.92653 3.35868 -0.15874
Co 0.31168 0.06116 0.61081
P 1.51940 -1.45078 -0.52066
C 1.12356 -1.33478 -2.30056
C 0.46206 -2.34874 -3.01205
C 0.05999 -2.12701 -4.33740
C 0.26067 -0.88624 -4.94551
C 0.82593 0.15153 -4.19917
C 1.30001 -0.07746 -2.90772
C 3.35255 -1.65515 -0.43429
C 3.94444 -1.85211 0.82719
C 5.31789 -2.07085 0.93728
C 6.13253 -2.07743 -0.19695
C 5.55672 -1.82090 -1.44702
C 4.17939 -1.60854 -1.56964
C 0.87516 -3.05292 0.15747
C -0.03980 -2.92413 1.21676
C -0.72132 -4.02612 1.71354
C -0.47006 -5.29378 1.19281
C 0.52655 -5.45725 0.21990
C 1.22553 -4.34524 -0.27410
C -2.87762 0.74937 1.77122
C -4.26571 0.49177 1.69837
C -5.01296 0.26874 2.87036
C -4.41320 0.41528 4.12944
C -3.06126 0.77605 4.20897
C -2.30644 0.93711 3.04350
H 3.31991 -1.86142 1.72220
H 5.75672 -2.23206 1.92126
H 7.20596 -2.26636 -0.10920
H 6.18760 -1.79003 -2.33278
H 3.74414 -1.40552 -2.55050
H 0.25257 -3.29791 -2.52801
H -0.44659 -2.92238 -4.88990
H -0.05090 -0.71192 -5.98530
H 0.87539 1.16051 -4.60083
H 1.74681 0.74345 -2.34482
H -0.23488 -1.92408 1.64580
H -1.44750 -3.87441 2.51653
H -1.04421 -6.14491 1.55709
H 0.74578 -6.45721 -0.14339
H 2.03921 -4.49643 -0.99103
H -4.78477 0.44774 0.73834
H -6.06623 -0.02550 2.80721
H -4.99365 0.24958 5.04428
H -2.58711 0.91945 5.18550
H -1.25389 1.22790 3.12426
H 0.43707 2.73531 -0.31506
H 0.42931 5.09785 -1.09976
H -1.72043 6.35766 -1.27195
H -3.87183 5.24459 -0.64914
H -3.86926 2.87468 0.11357
H -2.12700 1.64856 -2.54460
H -2.84351 0.32476 -4.50774
H -4.01002 -1.85038 -4.20413
H -4.37763 -2.73276 -1.90927
H -3.56547 -1.47423 0.07229
H 0.05605 0.37615 -0.76886
H -0.72360 -0.74691 0.10148
F 4.45408 5.11564 3.71921
C 3.68342 4.13637 3.21945
C 4.28558 3.05446 2.57728
F 5.62430 2.96344 2.47325
C 3.49642 1.98387 2.18321
F 4.09890 0.90169 1.63519
C 2.11738 1.93140 2.45972
S 1.26277 0.41536 2.52010
C 1.52976 3.07103 3.03919
F 0.19479 3.08607 3.30066
C 2.29951 4.15584 3.43295
F 1.73044 5.15500 4.14029